No. 1
20
Properties=species:S:1:pos:R:3 method="wB97M-V/def2-TZVPD" orbital_gap_ev=9.96 e_homo_ev=-8.8
C -0.397 2.033 -1.588
C -0.075 1.418 -0.250
C 0.421 0.199 -0.022
C 0.709 -0.784 -1.127
C 0.755 -0.233 1.395
C 0.199 -1.585 1.856
H -0.856 1.323 -2.287
H -1.093 2.868 -1.466
H 0.502 2.431 -2.078
H -0.267 2.045 0.621
H 0.280 -1.762 -0.882
H 0.298 -0.466 -2.090
H 1.789 -0.926 -1.264
H 0.396 0.540 2.085
H 1.849 -0.273 1.499
H 0.541 -2.405 1.215
H 0.546 -1.801 2.874
H -0.896 -1.587 1.869
H -2.552 -0.187 -0.235
H -2.291 -0.868 -0.095

No. 2
43
Properties=species:S:1:pos:R:3 method="wB97M-V/def2-TZVPD" orbital_gap_ev=7.68 charge=-1 e_homo_ev=-5.4
Ba -2.206 -0.027 0.043
O -2.292 -5.673 -0.341
C -0.980 -5.517 -0.477
O -0.250 -6.473 -0.432
C -0.382 -4.129 -0.644
C 0.949 -3.895 -0.483
Cl 2.231 -4.933 -0.022
N 1.202 -2.582 -0.686
N 0.086 -1.891 -0.987
C -0.873 -2.811 -0.980
C -2.287 -2.305 -1.266
O -3.269 -2.915 -0.777
O -2.373 -1.168 -1.847
C 2.474 -1.870 -0.615
C 3.604 -2.414 -1.191
C 4.797 -1.699 -1.135
C 4.842 -0.454 -0.519
C 3.683 0.070 0.046
C 2.490 -0.641 0.002
H -2.778 -4.804 -0.403
H 3.562 -3.381 -1.696
H 5.692 -2.117 -1.586
H 5.770 0.103 -0.481
H 3.704 1.036 0.538
H 1.582 -0.266 0.459
O -2.144 -1.062 2.152
S -2.016 0.339 2.684
O -2.287 0.433 4.090
O -2.992 1.148 1.865
S -0.166 0.980 2.101
C -2.163 4.977 -1.362
Sb -1.727 3.364 -0.009
C 0.249 4.128 0.265
C -2.581 4.340 1.681
H -1.920 5.928 -0.860
H -3.227 4.976 -1.653
H -1.553 4.880 -2.278
H 0.178 5.173 0.575
H 0.799 4.073 -0.683
H 0.767 3.550 1.032
H -1.967 5.209 1.925
H -2.632 3.652 2.534
H -3.593 4.672 1.422

No. 3
61
Properties=species:S:1:pos:R:3 method="wB97M-V/def2-TZVPD" orbital_gap_ev="2.38 / 6.38" charge=-1 s2=2.01 spin_multiplicity=3 e_homo_ev="-0.2 / -4.3"
O -1.785 -2.616 -1.634
C -0.919 -3.813 -1.934
C -1.991 -4.527 -2.727
H -0.610 -4.393 -1.049
H -0.053 -3.555 -2.553
C -2.833 -3.272 -2.415
H -2.412 -5.414 -2.237
H -1.820 -4.665 -3.798
C -4.039 -3.681 -1.590
H -3.685 -4.148 -0.661
H -4.645 -4.385 -2.189
H -4.640 -2.807 -1.326
C -3.205 -2.489 -3.662
H -2.326 -2.151 -4.226
H -3.765 -1.585 -3.406
H -3.845 -3.113 -4.300
Ti 0.303 1.842 0.620
C 1.140 3.676 -0.269
C 2.320 2.900 -0.055
C 2.299 1.785 -0.938
H 3.142 3.173 0.590
C 1.127 1.901 -1.754
C 0.368 3.015 -1.295
H -0.612 3.309 -1.664
H 0.946 4.656 0.150
H 3.101 1.051 -1.036
H 0.944 1.362 -2.685
C -0.677 3.265 2.004
C -1.454 3.344 0.805
C -2.083 2.075 0.597
H -1.595 4.240 0.207
C -1.729 1.222 1.696
C -0.881 1.964 2.577
H -0.531 1.640 3.555
H -0.084 4.058 2.442
H -2.804 1.837 -0.182
H -2.123 0.225 1.894
O 0.421 -0.267 0.358
C -0.436 -0.527 -0.824
C 0.518 -1.129 -1.838
H -0.992 0.371 -1.139
H -1.206 -1.209 -0.456
C 1.239 -2.083 -0.875
H 1.245 -0.399 -2.209
H -0.011 -1.568 -2.687
C 1.458 -1.316 0.410
H 2.113 -2.590 -1.287
H 0.508 -2.862 -0.633
H 2.421 -0.800 0.457
H 1.280 -1.906 1.320
F 2.227 4.271 2.519
C 2.513 3.018 2.990
C 1.869 1.892 2.480
C 2.169 0.745 3.198
F 1.340 -0.337 3.121
C 3.189 0.642 4.162
F 3.524 -0.552 4.691
C 3.821 1.792 4.620
F 4.721 1.749 5.626
C 3.469 2.996 4.021
F 4.054 4.142 4.425

No. 4
16
Properties=species:S:1:pos:R:3 method="wB97M-V/def2-TZVPD" orbital_gap_ev=8.65 e_homo_ev=-7.9
C 2.144 1.222 0.056
C 1.643 -0.159 -0.076
O 2.356 -1.130 -0.087
N 0.222 -0.370 -0.399
C -0.474 -1.567 -0.247
C -1.708 -1.290 0.251
C -1.954 0.141 0.238
N -0.666 0.754 -0.058
H 2.801 1.467 -0.754
H 2.724 1.287 0.985
H 1.211 1.794 0.017
H -0.031 -2.515 -0.390
H -2.361 -2.057 0.626
H -2.642 0.454 -0.476
H -2.323 0.564 1.200
H -0.942 1.405 -0.885

No. 5
37
Properties=species:S:1:pos:R:3 method="wB97M-V/def2-TZVPD" orbital_gap_ev=1.89 charge=+3 e_homo_ev=-19.4
In 0.502 -0.070 -0.247
C -0.591 -1.819 -4.498
O -0.569 -3.090 -3.947
C -0.306 -3.238 -2.658
O -0.073 -2.322 -1.892
O -0.308 -4.507 -2.378
C -0.361 -4.907 -1.012
H -1.279 -1.119 -3.990
H -0.823 -1.831 -5.557
H 0.387 -1.323 -4.340
H -0.360 -5.989 -0.980
H -1.267 -4.471 -0.571
H 0.490 -4.525 -0.440
C -3.846 0.578 1.888
O -3.646 1.881 1.439
C -2.924 2.101 0.345
O -2.123 1.367 -0.166
O -3.244 3.331 -0.049
C -2.844 3.751 -1.315
H -3.006 -0.125 1.759
H -4.529 0.048 1.175
H -4.284 0.623 2.877
H -2.973 3.016 -2.129
H -1.740 3.879 -1.359
H -3.337 4.692 -1.527
C 2.725 3.299 2.973
O 3.479 2.132 3.271
C 3.483 1.090 2.428
O 2.641 0.908 1.575
O 4.540 0.383 2.702
C 4.619 -0.906 2.062
H 3.286 4.023 2.369
H 2.523 3.727 3.952
H 1.786 3.066 2.471
H 5.512 -1.409 2.419
H 4.702 -0.737 0.989
H 3.760 -1.507 2.363

No. 6
53
Properties=species:S:1:pos:R:3 method="wB97M-V/def2-TZVPD" orbital_gap_ev=8.22 e_homo_ev=-7.5
C 5.508 -0.495 -0.751
C 4.400 -0.538 0.257
C 4.079 0.596 0.994
C 3.047 0.576 1.911
C 2.309 -0.582 2.119
C 1.189 -0.606 3.134
N 0.111 -1.498 2.766
C -0.228 -2.553 3.688
C -0.742 -3.781 2.955
S -2.356 -3.392 2.228
C -1.895 -1.891 1.412
C -2.732 -1.487 0.382
C -2.483 -0.341 -0.344
C -1.342 0.398 -0.050
C -0.951 1.619 -0.805
O 0.212 1.944 -0.974
N -1.989 2.387 -1.228
C -1.786 3.462 -2.163
C -2.166 3.035 -3.600
C -1.535 3.968 -4.641
C -0.154 3.335 -4.860
C -0.308 1.907 -4.297
O -1.664 1.756 -3.909
C -0.490 -0.019 0.962
C -0.747 -1.148 1.747
C 2.632 -1.718 1.392
C 3.663 -1.694 0.470
H 5.230 0.152 -1.583
H 6.417 -0.093 -0.306
H 5.719 -1.487 -1.143
H 4.639 1.506 0.839
H 2.807 1.471 2.468
H 1.593 -0.949 4.092
H 0.809 0.413 3.291
H 0.674 -2.824 4.245
H -0.992 -2.227 4.412
H -0.894 -4.615 3.637
H -0.063 -4.075 2.155
H -3.592 -2.101 0.159
H -3.138 -0.073 -1.159
H -2.922 2.014 -1.152
H -0.723 3.709 -2.115
H -2.379 4.334 -1.870
H -3.257 2.969 -3.684
H -2.120 3.942 -5.559
H -1.479 4.995 -4.288
H 0.618 3.876 -4.316
H 0.115 3.321 -5.914
H -0.102 1.131 -5.037
H 0.346 1.752 -3.430
H 0.400 0.567 1.115
H 2.067 -2.626 1.540
H 3.895 -2.588 -0.093

No. 7
13
Properties=species:S:1:pos:R:3 method="wB97M-V/def2-TZVPD" orbital_gap_ev=9.74 charge=+1 e_homo_ev=-14.6
O -1.148 -1.663 1.042
C -0.199 -1.033 0.379
N 0.527 -0.141 1.218
C 0.909 0.969 0.803
N 0.574 1.443 -0.469
C -0.247 0.771 -1.246
N -0.707 -0.389 -0.813
H -0.838 -1.725 2.039
H 0.691 -1.889 -0.090
H 1.355 1.511 1.527
H 1.134 2.121 -0.899
H -0.531 1.020 -2.268
H -1.521 -0.994 -1.221

No. 8
35
Properties=species:S:1:pos:R:3 method="wB97M-V/def2-TZVPD" orbital_gap_ev=6.77 charge=-1 e_homo_ev=-5.1
Pd 0.681 0.163 0.614
I -3.158 1.016 -2.704
C -2.034 2.318 -1.538
C -2.390 3.677 -1.471
C -1.666 4.573 -0.735
I -2.271 6.573 -0.697
C -0.527 4.143 -0.006
C 0.322 4.955 0.782
C 1.390 4.413 1.435
C 1.626 3.031 1.344
N 0.855 2.269 0.619
C -0.202 2.778 -0.071
C -0.932 1.823 -0.866
O -0.516 0.592 -0.955
H -3.262 4.008 -2.018
H 0.107 6.012 0.869
H 2.039 5.024 2.045
H 2.421 2.535 1.886
S 2.495 -0.086 -0.733
C 2.826 -1.810 -0.589
C 4.038 -2.320 -1.045
C 4.298 -3.679 -0.975
C 3.350 -4.536 -0.429
C 2.149 -4.029 0.041
C 1.874 -2.666 -0.049
S 0.309 -2.065 0.483
H 4.777 -1.641 -1.454
H 5.244 -4.067 -1.333
H 3.551 -5.598 -0.355
H 1.412 -4.688 0.485
O -0.045 -0.624 4.440
Se 0.220 0.479 3.316
O 1.609 0.039 2.358
O -0.855 0.383 2.011
O 0.405 1.995 3.814

The calculation returns the following electronic energy values, one per record and in order: -236.951959 -2701.147909 -2468.546873 -379.997113 -1219.656164 -1512.133038 -357.122117 -4928.464644 Eh.